(1)
13
Properties=species:S:1:pos:R:3:nbo_charge:R:1 method="wB97M-V/def2-TZVPD" de_lowest_kj_mol=203.7 smiles=F[C@H]1C[C@H]1CS orbital_gap_ev=9.796 e_tot_ha=-654.58740 lumo_ev=0.9 total_charge=0
F 1.993 -1.005 -0.370 -0.3381
C 1.744 0.137 0.298 0.1820
C 1.012 1.216 -0.474 -0.4754
C 0.370 0.475 0.674 -0.2672
C -0.629 -0.671 0.209 -0.5897
S -2.112 0.076 -0.153 0.0188
H 2.443 0.308 1.107 0.1814
H 0.771 0.903 -1.517 0.2412
H 1.135 2.334 -0.243 0.2374
H 0.089 0.939 1.652 0.2356
H -0.649 -1.451 1.078 0.2238
H -0.029 -1.093 -0.609 0.2255
H -2.881 -1.048 0.073 0.1248


(2)
13
Properties=species:S:1:pos:R:3:nbo_charge:R:1 method="wB97M-V/def2-TZVPD" de_lowest_kj_mol=157.9 smiles="C=C[C@H](F)CS" orbital_gap_ev=10.120 e_tot_ha=-654.60483 lumo_ev=0.8 total_charge=0
C -2.395 -0.990 -0.253 -0.3970
C -1.937 0.185 0.188 -0.2027
C -0.502 0.454 0.371 0.1500
F -0.201 1.632 -0.342 -0.3661
C 0.387 -0.706 0.072 -0.5647
S 2.152 -0.321 -0.100 0.0158
H -1.778 -1.829 0.016 0.2012
H -3.536 -1.123 -0.450 0.2174
H -2.599 1.058 0.366 0.2193
H -0.300 0.736 1.444 0.1626
H 0.028 -1.151 -0.881 0.2344
H 0.140 -1.342 0.948 0.2208
H 2.104 0.433 0.971 0.1091


(3)
14
Properties=species:S:1:pos:R:3:nbo_charge:R:1 method="wB97M-V/def2-TZVPD" de_lowest_kj_mol=179.1 orbital_gap_ev=9.419 e_tot_ha=-806.63824 lumo_ev=0.5 total_charge=0
C -0.761 -2.757 0.765 0.2984
C 0.657 1.704 0.551 -0.6769
C 0.362 1.241 -1.783 -0.4113
C 0.870 0.868 -0.637 -0.1585
N -0.091 -3.365 1.493 -0.7349
I -3.201 -0.067 -0.028 -0.1179
I 1.931 -0.825 -0.186 0.1667
H -2.188 -1.151 -0.132 0.1002
H 1.691 2.180 0.667 0.2261
H -0.049 2.566 0.360 0.2252
H 0.316 1.054 1.468 0.2313
H -0.120 2.089 -2.046 0.2077
H 0.599 0.553 -2.683 0.1958
H -0.016 -4.089 2.192 0.4481


(4)
15
Properties=species:S:1:pos:R:3:nbo_charge:R:1 method="wB97M-V/def2-TZVPD" de_lowest_kj_mol=72.5 orbital_gap_ev=9.093 e_tot_ha=-881.90931 lumo_ev=-0.2 total_charge=0
C -2.272 -1.180 -0.040 0.3945
C -0.094 1.313 0.284 -0.6164
C -0.214 -0.123 1.052 -0.5014
C -0.820 -1.117 0.074 0.1664
N -0.312 -1.843 -0.812 -0.5764
O -3.148 -0.467 0.374 -0.4972
I 4.051 1.199 -2.104 -0.0981
I 1.574 -1.813 -1.305 0.3415
H -2.544 -2.172 -0.469 0.1177
H 0.554 1.906 0.994 0.2126
H 0.275 1.333 -0.768 0.2210
H -0.986 1.957 0.223 0.2237
H 0.848 -0.359 1.181 0.2467
H -1.034 0.058 1.802 0.2620
H 4.122 1.308 -0.487 0.1033